P.
Computed, not measured: a single C12H10 molecule, with the ωB97M-V functional and the def2-TZVPD basis.

M = 154.212 Da
2S+1 = 1
SMILES = c1ccc(-c2ccccc2)cc1
Gap between HOMO and LUMO = 9.881 eV
HOMO energy = -8.87 eV

CARTESIAN COORDINATES (ANGSTROEM)
C -0.09249 -1.35577 -3.26275
C 0.72725 -1.91748 -2.40687
C 0.80629 -1.34970 -1.02274
C -0.04559 -0.24578 -0.70686
C 0.07880 0.29623 0.73402
C -0.27538 -0.46962 1.78554
C -0.15845 0.07034 3.05208
C 0.20502 1.39595 3.22129
C 0.63816 2.11061 2.15937
C 0.47201 1.56255 0.91901
C -0.84115 0.28285 -1.62591
C -0.97778 -0.28121 -2.92898
H -0.24377 -1.69181 -4.33670
H 1.37640 -2.52256 -2.63499
H 1.48763 -1.80915 -0.46073
H -0.59541 -1.57013 1.62758
H -0.62786 -0.57497 4.07503
H 0.06320 1.71606 4.37119
H 0.68804 3.02295 2.27865
H 0.73425 2.20122 0.24685
H -1.71671 1.00373 -1.63071
H -1.70246 0.12568 -3.45338

Results of the Löwdin charge analysis, in e, for atoms 1 through 4:
1 C -0.11
2 C -0.05
3 C 0.07
4 C -0.18

Q.
Computed, not measured: a single C12H10 molecule, with the ωB97M-V functional and the def2-TZVPD basis.

M = 154.212 Da
2S+1 = 1
SMILES = c1ccc(-c2ccccc2)cc1
Gap between HOMO and LUMO = 9.872 eV
HOMO energy = -8.90 eV

CARTESIAN COORDINATES (ANGSTROEM)
C 2.27114 2.64612 -0.43451
C 1.13966 2.90874 0.33586
C 0.24972 1.77734 0.49613
C 0.41273 0.59602 -0.17422
C -0.55492 -0.55630 0.07547
C -1.44127 -0.94088 -0.90304
C -2.23860 -1.96384 -0.75860
C -2.25456 -2.67650 0.48021
C -1.41100 -2.21429 1.53200
C -0.55613 -1.20235 1.35972
C 1.58993 0.34859 -0.89693
C 2.51303 1.42449 -1.11362
H 3.22183 3.43879 -0.36660
H 1.11925 3.77882 0.72571
H -0.58204 1.82769 1.07471
H -1.47046 -0.59991 -1.88462
H -2.81992 -2.37281 -1.59378
H -2.81535 -3.52157 0.55014
H -1.51607 -2.56360 2.63032
H -0.01383 -0.85769 1.92316
H 1.64766 -0.34492 -1.38017
H 3.50919 1.06807 -1.67736

Results of the Löwdin charge analysis, in e, for atoms 1 through 4:
1 C -0.12
2 C -0.04
3 C -0.01
4 C -0.16

R.
Computed, not measured: a single C12H10 molecule, with the ωB97M-V functional and the def2-TZVPD basis.

M = 154.212 Da
2S+1 = 1
SMILES = c1ccc(-c2ccccc2)cc1
Gap between HOMO and LUMO = 9.614 eV
HOMO energy = -8.68 eV

CARTESIAN COORDINATES (ANGSTROEM)
C 1.15153 -0.35109 -3.41743
C -0.07624 0.35337 -3.08814
C -0.54973 0.43625 -1.70450
C 0.21741 -0.06003 -0.74006
C -0.27140 0.07556 0.69509
C -1.48831 -0.37631 1.13659
C -1.94896 -0.17771 2.38176
C -1.08506 0.34124 3.33264
C 0.20932 0.80210 2.99515
C 0.66183 0.66189 1.69062
C 1.45133 -0.77881 -0.96924
C 1.81078 -0.96990 -2.33182
H 1.28734 -0.37334 -4.36341
H -0.73437 0.93230 -3.78999
H -1.62759 0.93102 -1.41300
H -2.17267 -0.81230 0.27607
H -2.93076 -0.45090 2.64983
H -1.32130 0.56840 4.34672
H 0.79168 1.39382 3.77016
H 1.69136 0.82261 1.28388
H 1.91617 -1.37974 -0.41892
H 2.60517 -1.37122 -2.22534

Results of the Löwdin charge analysis, in e, for atoms 1 through 4:
1 C -0.02
2 C -0.03
3 C -0.07
4 C -0.22

Calculated relative energies: P 17.5; Q 36.0; R 0.0, given in kcal/mol

P.
Computed, not measured: a single C20H27N5O4 molecule, with the ωB97M-V functional and the def2-TZVPD basis.

M = 401.467 Da
2S+1 = 1
SMILES = Cc1c/c(=N\[C@H]2CC[C@@]3(CC2)CN(C(=O)c2conc2C)CCO3)[nH]c(CO)n1
Gap between HOMO and LUMO = 8.719 eV
HOMO energy = -8.17 eV

CARTESIAN COORDINATES (ANGSTROEM)
C -0.25857 5.26846 -0.82578
C -0.67006 3.88516 -0.43348
C 0.22791 2.89312 -0.23613
C -0.21108 1.57117 0.16468
N 0.43572 0.51025 0.44812
C 1.85688 0.42525 0.15096
C 2.34909 -0.94943 0.59908
C 3.83435 -1.15102 0.31954
C 4.16881 -0.96761 -1.15382
C 3.64378 0.38785 -1.63220
C 2.15376 0.54856 -1.35202
C 5.67504 -1.09442 -1.37844
N 5.97560 -1.17568 -2.80106
C 6.59973 -0.13781 -3.42019
O 6.97562 0.86095 -2.83153
C 6.80376 -0.26901 -4.89643
C 7.77366 -0.91388 -5.57614
O 7.64170 -0.70262 -6.88927
N 6.54131 0.10766 -7.10186
C 6.04877 0.37292 -5.92589
C 4.84416 1.24138 -5.76289
C 5.28634 -2.27307 -3.46349
C 3.79133 -2.14612 -3.21318
O 3.50824 -2.05321 -1.83127
N -1.60082 1.51816 0.33208
C -2.43253 2.55887 0.09217
C -3.89498 2.24932 0.30386
O -4.67142 3.39754 0.09735
N -2.03807 3.72163 -0.28993
H 0.82249 5.36266 -0.90543
H -0.71619 5.52645 -1.78205
H -0.63464 5.98325 -0.09299
H 1.28444 3.08774 -0.33425
H 2.42161 1.20387 0.69006
H 2.14624 -1.07450 1.66447
H 1.76135 -1.70198 0.06988
H 4.42605 -0.42872 0.89258
H 4.15006 -2.15002 0.62804
H 4.21160 1.16317 -1.10794
H 3.85530 0.53298 -2.69344
H 1.58851 -0.23523 -1.86515
H 1.80724 1.50112 -1.75114
H 6.20170 -0.23708 -0.96603
H 6.02982 -2.00999 -0.89635
H 8.60333 -1.52924 -5.27024
H 4.74540 1.55690 -4.72533
H 4.93154 2.12896 -6.38654
H 3.93959 0.70879 -6.05780
H 5.49873 -2.26055 -4.52963
H 5.64659 -3.21623 -3.04243
H 3.39865 -1.27686 -3.75542
H 3.26855 -3.03331 -3.57010
H -1.95798 0.62326 0.63554
H -4.16463 1.44305 -0.39066
H -4.00608 1.85792 1.32343
H -5.59382 3.16645 0.23907

Results of the Löwdin charge analysis, in e, for atoms 1 through 4:
1 C -0.04
2 C -0.31
3 C 0.03
4 C -0.33

Q.
Computed, not measured: a single C20H27N5O4 molecule, with the ωB97M-V functional and the def2-TZVPD basis.

M = 401.467 Da
2S+1 = 1
SMILES = Cc1c/c(=N\[C@H]2CC[C@@]3(CC2)CN(C(=O)c2conc2C)CCO3)[nH]c(CO)n1
Gap between HOMO and LUMO = 8.726 eV
HOMO energy = -8.14 eV

CARTESIAN COORDINATES (ANGSTROEM)
C 0.59349 -4.40213 3.03498
C 0.72366 -3.46577 1.87628
C 0.46918 -2.14073 1.98736
C 0.63016 -1.25691 0.85037
N 0.50110 0.00239 0.71526
C -0.16742 0.81306 1.72045
C -0.36034 2.20696 1.12230
C -1.05034 3.16612 2.08512
C -2.40666 2.64273 2.53344
C -2.24206 1.23120 3.09944
C -1.56333 0.29575 2.10412
C -3.03491 3.58697 3.55392
N -4.42456 3.23190 3.81149
C -4.75380 2.66451 5.00534
O -3.92155 2.40582 5.86190
C -6.18677 2.39106 5.28648
C -7.29329 3.13647 5.06841
O -8.36177 2.56618 5.61958
N -7.96620 1.38466 6.23823
C -6.68194 1.28842 6.05624
C -5.91602 0.13793 6.60986
C -5.23038 3.20896 2.59945
C -4.57482 2.29600 1.57279
O -3.22540 2.64361 1.34900
N 1.11080 -1.95102 -0.27228
C 1.32722 -3.27974 -0.30484
C 1.85201 -3.86065 -1.59377
O 3.25698 -4.01327 -1.47329
N 1.12843 -4.06755 0.69983
H 0.27902 -3.88528 3.93945
H -0.13064 -5.18196 2.79508
H 1.54877 -4.89689 3.21441
H 0.19569 -1.72151 2.94281
H 0.44692 0.89096 2.63208
H 0.61126 2.60650 0.82517
H -0.95309 2.09854 0.21213
H -0.43061 3.31525 2.97584
H -1.18907 4.14337 1.61658
H -1.64172 1.31079 4.01085
H -3.20345 0.82333 3.41847
H -2.15600 0.23268 1.18615
H -1.52846 -0.70761 2.52440
H -2.49113 3.55962 4.49451
H -3.01321 4.60389 3.14924
H -7.46080 4.07743 4.56984
H -5.17142 0.49617 7.31834
H -6.59573 -0.55501 7.10033
H -5.38209 -0.38303 5.81457
H -6.23316 2.85153 2.81470
H -5.29545 4.22578 2.19984
H -4.66357 1.25328 1.90144
H -5.07946 2.39057 0.61097
H 1.30066 -1.37652 -1.08074
H 1.34993 -4.81573 -1.74755
H 1.61647 -3.19769 -2.43331
H 3.52275 -4.83158 -1.89901

Results of the Löwdin charge analysis, in e, for atoms 1 through 4:
1 C -0.04
2 C -0.31
3 C 0.03
4 C -0.32

Calculated relative energies: P 1.5; Q 0.0, given in kcal/mol

P.
Computed, not measured: a 3-piece molecular cluster, C4H16N2O2 overall, with the ωB97M-V functional and the def2-TZVPD basis.

M = 124.184 Da
2S+1 = 1
SMILES = CC(C)NCN.O.O
Gap between HOMO and LUMO = 8.835 eV
HOMO energy = -8.38 eV

CARTESIAN COORDINATES (ANGSTROEM)
C 0.42311 -1.05702 1.15168
C 0.56924 0.39002 0.63635
C 0.05434 1.35648 1.69121
N 1.92913 0.66974 0.23562
C 2.32858 0.55720 -1.13116
N 1.76946 1.50433 -2.10204
H -0.61615 -1.35327 1.26085
H 0.84637 -1.02317 2.16785
H 1.09965 -1.75106 0.64949
H -0.11004 0.48322 -0.21184
H -0.94591 0.95709 1.95639
H -0.00694 2.39612 1.38726
H 0.42884 1.14340 2.70137
H 2.42233 1.32955 0.81205
H 1.96041 -0.39639 -1.51661
H 3.40594 0.55090 -1.20914
H 0.80184 1.32747 -2.31043
H 1.94936 2.47450 -1.87955
O -3.20716 -1.54862 2.11828
H -3.23788 -0.83283 1.47364
H -4.12419 -1.70666 2.36760
O -2.48996 -1.47444 -2.53181
H -2.64874 -1.15796 -3.43479
H -1.80216 -0.82767 -2.30698

Results of the Löwdin charge analysis, in e, for atoms 1 through 4:
1 C -0.06
2 C -0.48
3 C -0.07
4 N -0.05

Q.
Computed, not measured: a 3-piece molecular cluster, C4H16N2O2 overall, with the ωB97M-V functional and the def2-TZVPD basis.

M = 124.184 Da
2S+1 = 1
SMILES = CNC[C@@H](C)N.O.O
Gap between HOMO and LUMO = 9.953 eV
HOMO energy = -9.17 eV

CARTESIAN COORDINATES (ANGSTROEM)
C -1.08742 -0.51870 2.39915
N -1.04458 -0.06575 0.95618
C 0.09689 0.83019 0.70863
C -0.03130 1.71988 -0.51308
C 1.28611 2.52253 -0.75878
N -0.39954 0.83957 -1.67015
H -1.13063 0.20246 3.22180
H -1.99370 -1.01942 2.60692
H -0.22562 -1.23129 2.60306
H -1.94066 0.18575 0.66586
H 0.24958 1.46206 1.55409
H 0.98406 0.20921 0.45979
H -0.72339 2.61667 -0.35202
H 1.29504 2.66309 -1.89478
H 2.26629 2.01904 -0.75237
H 1.20335 3.50811 -0.32890
H -1.42691 0.74138 -1.85087
H -0.08716 -0.12004 -1.44595
O 1.77438 -1.61245 -1.61802
H 2.70006 -1.19883 -1.76772
H 1.03894 -0.94879 -1.42517
O -0.73722 -2.91834 0.66836
H -1.17262 -3.49378 0.03808
H -0.81082 -2.08955 0.24771

Results of the Löwdin charge analysis, in e, for atoms 1 through 4:
1 C -0.12
2 N -0.11
3 C -0.23
4 C -0.43

Calculated relative energies: P 0.0; Q 25.7, given in kcal/mol

P.
Computed, not measured: a single C17H24O5 molecule, with the ωB97M-V functional and the def2-TZVPD basis.

M = 308.374 Da
2S+1 = 1
SMILES = CCOC(=O)C(CCCOc1ccccc1C)C(=O)OCC
Gap between HOMO and LUMO = 9.354 eV
HOMO energy = -8.47 eV

CARTESIAN COORDINATES (ANGSTROEM)
C -1.25326 1.63371 2.23706
C -0.66896 1.93926 0.86954
O -0.60753 0.72693 0.11230
C -1.00206 0.75129 -1.15047
O -1.38526 1.72794 -1.73960
C -0.95761 -0.64339 -1.77590
C 0.27390 -1.43569 -1.34034
C 1.56991 -0.75991 -1.78427
C 2.76728 -1.34377 -1.02855
O 2.63282 -1.21111 0.36722
C 2.69813 0.02626 0.94309
C 3.19223 1.16892 0.32830
C 3.24208 2.36809 1.02190
C 2.80437 2.43730 2.32979
C 2.31420 1.29565 2.94529
C 2.24901 0.08934 2.27237
C 1.70252 -1.14632 2.91615
C -2.23434 -1.32230 -1.29303
O -2.37550 -1.81649 -0.20763
O -3.16965 -1.27791 -2.23733
C -4.46188 -1.79671 -1.90670
C -5.28836 -0.76982 -1.14727
H -0.63048 0.90559 2.74784
H -2.25651 1.22733 2.13718
H -1.29373 2.54511 2.82634
H -1.27917 2.66499 0.32187
H 0.35269 2.32183 0.96218
H -1.01406 -0.52402 -2.86034
H 0.26190 -1.51769 -0.25292
H 0.21902 -2.44385 -1.75631
H 1.72616 -0.89120 -2.85620
H 1.50697 0.31029 -1.57934
H 3.70449 -0.89580 -1.38291
H 2.81971 -2.42393 -1.19265
H 3.55034 1.14132 -0.68931
H 3.62729 3.24826 0.52834
H 2.84259 3.37132 2.86975
H 1.97159 1.34580 3.96911
H 1.45368 -0.96424 3.95861
H 0.80806 -1.47671 2.38858
H 2.43002 -1.95374 2.85703
H -4.33575 -2.70454 -1.30776
H -4.92034 -2.04166 -2.86650
H -6.29022 -1.15603 -0.98317
H -4.82863 -0.56185 -0.18418
H -5.34980 0.15479 -1.71599

Results of the Löwdin charge analysis, in e, for atoms 1 through 4:
1 C -0.04
2 C -0.19
3 O 0.01
4 C -0.47

Q.
Computed, not measured: a single C17H24O5 molecule, with the ωB97M-V functional and the def2-TZVPD basis.

M = 308.374 Da
2S+1 = 1
SMILES = CCOC(=O)C(CCOc1cccc(CC)c1)C(=O)OCC
Gap between HOMO and LUMO = 9.249 eV
HOMO energy = -8.40 eV

CARTESIAN COORDINATES (ANGSTROEM)
C -1.60509 5.10465 -0.23549
C -0.25302 4.57188 -0.68567
O -0.37197 3.24354 -1.20342
C -0.35695 2.24292 -0.32461
O -0.19706 2.37045 0.85822
C -0.55363 0.91414 -1.04241
C -0.70484 -0.23492 -0.03908
C -0.44218 -1.58504 -0.71200
O 0.87791 -1.69864 -1.18952
C 1.90407 -1.90976 -0.31162
C 3.17952 -1.89668 -0.87689
C 4.28858 -2.11584 -0.08761
C 4.14714 -2.34909 1.27028
C 2.88591 -2.36476 1.84534
C 2.71399 -2.66351 3.30808
C 2.53561 -4.16683 3.52950
C 1.76735 -2.14608 1.04984
C -1.78051 1.01536 -1.93727
O -1.82325 0.68995 -3.09125
O -2.81360 1.50546 -1.24971
C -4.05731 1.63124 -1.94333
C -4.81224 0.31038 -1.97362
H -1.98986 4.49520 0.57857
H -1.49795 6.12899 0.10948
H -2.31212 5.07813 -1.06109
H 0.15143 5.16241 -1.50989
H 0.45205 4.56331 0.15161
H 0.31576 0.72777 -1.68167
H -1.70779 -0.22344 0.38942
H 0.01176 -0.07173 0.76815
H -1.06489 -1.68252 -1.60616
H -0.68576 -2.40769 -0.02828
H 3.26949 -1.71446 -1.93598
H 5.27221 -2.10304 -0.53338
H 5.01917 -2.51631 1.88511
H 1.84022 -2.13591 3.69597
H 3.59131 -2.32112 3.86003
H 2.41315 -4.38491 4.58803
H 3.40405 -4.70781 3.16069
H 1.65849 -4.52708 2.99648
H 0.79512 -2.16613 1.51851
H -3.85942 1.97868 -2.96239
H -4.61292 2.39093 -1.38991
H -4.96436 -0.06008 -0.96260
H -5.77867 0.45451 -2.44772
H -4.24891 -0.42651 -2.54071

Results of the Löwdin charge analysis, in e, for atoms 1 through 4:
1 C -0.06
2 C -0.20
3 O 0.01
4 C -0.46

Calculated relative energies: P 0.0; Q 2.1, given in kcal/mol

P.
Computed, not measured: a single C6H4O molecule, with the ωB97M-V functional and the def2-TZVPD basis.

M = 92.097 Da
2S+1 = 1
Gap between HOMO and LUMO = 8.606 eV
HOMO energy = -9.07 eV

CARTESIAN COORDINATES (ANGSTROEM)
C -2.38819 0.81080 -2.14848
C -1.45086 0.37278 -1.37457
C -0.36908 0.32256 -0.41725
C -0.42081 0.09445 0.91732
C 0.92263 -0.19071 1.30049
C 1.65235 -0.18125 0.15772
O 0.87078 0.09886 -0.91278
H -1.48352 -0.74103 -1.28901
H -1.31446 0.09892 1.52683
H 1.28547 -0.35526 2.30211
H 2.69569 -0.33012 -0.06237

Results of the Löwdin charge analysis, in e, for atoms 1 through 4:
1 C 0.20
2 C -0.22
3 C -0.35
4 C -0.02

Q.
Computed, not measured: a single C6H4O molecule, with the ωB97M-V functional and the def2-TZVPD basis.

M = 92.097 Da
2S+1 = 1
Gap between HOMO and LUMO = 8.426 eV
HOMO energy = -9.74 eV

CARTESIAN COORDINATES (ANGSTROEM)
C -1.77787 0.67468 -0.07073
C -0.56399 -1.68831 -1.52489
C 0.12383 -0.97403 -0.74119
C 0.51080 -0.04201 0.14945
O -0.40756 0.81039 0.57416
C 1.89081 -0.01778 0.59790
C 3.06794 -0.16664 0.83668
H -1.73620 1.27473 -0.98860
H -2.38323 1.07526 0.73262
H -2.17730 -0.31840 -0.37472
H 4.11481 -0.31618 1.04122

Results of the Löwdin charge analysis, in e, for atoms 1 through 4:
1 C 0.01
2 C 0.08
3 C -0.21
4 C -0.34

R.
Computed, not measured: a single C6H4O molecule, with the ωB97M-V functional and the def2-TZVPD basis.

M = 92.097 Da
2S+1 = 1
SMILES = C#CC#C[C@H]1CO1
Gap between HOMO and LUMO = 10.264 eV
HOMO energy = -9.52 eV

CARTESIAN COORDINATES (ANGSTROEM)
C 3.86695 -0.16334 0.27763
C 2.65877 -0.17600 0.29137
C 1.26621 -0.11307 0.29506
C 0.06291 0.04436 0.27748
C -1.28705 0.51782 -0.03348
C -2.42270 -0.35318 -0.37606
O -2.38476 0.34455 0.85307
H 4.94134 -0.17640 0.29965
H -1.24435 1.50582 -0.49284
H -2.29698 -1.43218 -0.29262
H -3.16036 0.00163 -1.09926

Results of the Löwdin charge analysis, in e, for atoms 1 through 4:
1 C 0.13
2 C -0.15
3 C -0.04
4 C 0.07

S.
Computed, not measured: a single C6H4O molecule, with the ωB97M-V functional and the def2-TZVPD basis.

M = 92.097 Da
2S+1 = 1
SMILES = C#CC(=O)C#CC
Gap between HOMO and LUMO = 10.102 eV
HOMO energy = -10.16 eV

CARTESIAN COORDINATES (ANGSTROEM)
C -0.77962 -0.27799 3.14611
C -0.42081 0.50076 2.29732
C 0.66843 0.70155 1.35161
O 1.76708 1.03134 1.73814
C 0.37136 0.30194 -0.00270
C 0.12252 0.00000 -1.14202
C -0.14935 -0.26969 -2.54541
H -0.93846 -1.00963 3.89767
H 0.54258 -1.01924 -2.93943
H -0.00847 0.65811 -3.10795
H -1.17526 -0.61716 -2.69333

Results of the Löwdin charge analysis, in e, for atoms 1 through 4:
1 C 0.16
2 C -0.03
3 C -0.47
4 O 0.11

Calculated relative energies: P 23.0; Q 61.3; R 14.1; S 0.0, given in kcal/mol